Molecular formula: C10H20CoN2Si
Method: DFT, ωB97M-V/def2-TZVPD

Properties
* E: -2174.66908 Ha
* LUMO (alpha / beta): 0.68 / 0.40 eV
* E_HOMO (alpha / beta): -6.25 / -7.56 eV
* energy relative to the best compared isomer or geometry (same formula, charge and spin): 1.125 eV
* 2S+1: 4

Each line ends with the Löwdin spin population.
Element x y z (Å)
Co: -0.324 0.302 -1.451  2.39
C: 0.491 0.509 -3.260  0.08
H: 1.528 0.439 -2.836  0.01
H: 0.165 -0.345 -3.881  0.01
H: 0.575 1.356 -3.978  0.01
H: -0.661 0.921 -3.238  0.03
H: -1.538 1.130 -1.961  0.11
C: -0.096 -3.143 -2.360  0.01
C: -0.108 -2.620 -0.999  0.03
C: 0.024 -3.464 0.095  0.00
C: 0.070 -2.949 1.421  0.03
C: 0.041 -1.556 1.613  0.00
C: -0.040 -0.764 0.446  0.06
N: -0.173 -1.294 -0.808  0.07
N: -0.061 0.617 0.212  0.12
Si: -0.024 1.879 1.484  0.02
C: -1.538 1.691 2.521  0.00
C: 1.522 1.600 2.443  0.00
C: 0.027 3.538 0.640  0.00
H: -1.000 -2.910 -2.981  0.00
H: 0.786 -2.797 -2.951  0.00
H: -0.029 -4.224 -2.363  0.00
H: 0.112 -4.564 -0.061  0.00
H: 0.140 -3.613 2.294  0.00
H: 0.067 -1.072 2.612  0.00
H: -1.724 0.628 2.783  0.00
H: -1.484 2.310 3.443  0.00
H: -2.386 2.033 1.899  0.00
H: 2.354 1.943 1.797  0.00
H: 1.489 2.196 3.375  0.00
H: 1.677 0.525 2.658  0.00
H: 0.915 3.653 -0.005  0.00
H: -0.850 3.705 -0.007  0.00
H: 0.052 4.340 1.406  0.00


Molecular formula: C18H35F3O7Zn
Method: DFT, ωB97M-V/def2-TZVPD

Properties
* E: -3312.02572 Ha
* LUMO: -5.50 eV
* E_HOMO: -7.25 eV
* energy relative to the best compared isomer or geometry (same formula, charge and spin): 11.502 eV

Each line ends with the natural charge from an NBO analysis.
Element x y z (Å)
Zn: 0.380 0.201 1.061  0.30
C: 4.072 4.982 -1.903  0.24
O: 3.375 6.268 -1.780  -0.54
O: 3.534 4.039 -0.988  -0.46
C: 4.129 4.655 -3.457  0.95
F: 4.863 5.591 -4.038  -0.33
F: 4.754 3.533 -3.768  -0.32
F: 2.951 4.591 -3.960  -0.30
C: 3.805 7.181 -0.752  -0.06
C: 5.120 7.937 -1.108  -0.64
H: 5.091 8.552 -2.007  0.21
H: 5.495 8.610 -0.337  0.21
H: 5.889 7.164 -1.137  0.20
H: 3.947 6.731 0.231  0.18
H: 3.026 7.942 -0.694  0.19
H: 5.128 5.149 -1.686  0.18
C: -2.719 1.460 7.448  -0.58
C: -1.567 2.194 6.715  -0.11
O: -1.121 1.686 5.514  -0.35
H: -2.566 0.381 7.451  0.22
H: -3.651 1.671 6.923  0.21
H: -2.766 1.870 8.456  0.22
H: -0.783 2.159 7.471  0.19
H: -1.938 3.200 6.520  0.17
C: -5.695 1.871 -2.220  -0.73
C: -4.412 2.613 -2.125  0.59
O: -3.462 2.172 -1.474  -0.55
C: -4.211 3.929 -2.889  -0.72
H: -6.386 2.252 -2.972  0.22
H: -6.238 1.931 -1.277  0.25
H: -5.464 0.816 -2.366  0.25
H: -3.546 4.571 -2.311  0.24
H: -5.131 4.456 -3.143  0.21
H: -3.824 3.670 -3.874  0.24
C: -5.201 -3.684 3.385  -0.72
C: -3.751 -4.099 3.102  0.58
O: -2.985 -3.342 2.442  -0.55
C: -3.393 -5.486 3.466  -0.72
H: -5.279 -2.597 3.372  0.24
H: -5.543 -4.022 4.363  0.22
H: -5.772 -4.090 2.550  0.24
H: -4.300 -6.088 3.410  0.23
H: -3.155 -5.517 4.529  0.24
H: -2.517 -5.872 2.944  0.24
C: 3.632 -5.749 1.192  -0.73
C: 4.212 -4.397 1.025  0.58
O: 3.527 -3.439 1.287  -0.54
C: 5.583 -4.315 0.497  -0.73
H: 2.867 -6.087 0.493  0.25
H: 3.076 -5.577 2.114  0.25
H: 4.426 -6.473 1.376  0.21
H: 6.240 -5.139 0.775  0.22
H: 6.107 -3.392 0.746  0.24
H: 5.442 -4.210 -0.578  0.25
C: -1.435 -4.757 -4.345  -0.73
C: -0.235 -3.822 -4.338  0.60
O: -0.102 -2.911 -3.579  -0.53
C: 0.755 -3.978 -5.504  -0.72
H: -2.202 -4.497 -3.616  0.23
H: -1.110 -5.760 -4.069  0.23
H: -1.954 -4.807 -5.302  0.23
H: 0.349 -3.329 -6.279  0.24
H: 0.932 -4.993 -5.861  0.22
H: 1.705 -3.599 -5.125  0.24


Molecular formula: C3H4S3
Method: DFT, ωB97M-V/def2-TZVPD

Properties
* E: -1311.14488 Ha
* SMILES string: C#CC(S)(S)S
* LUMO: 0.44 eV
* E_HOMO: -9.03 eV
* energy relative to the best compared isomer or geometry (same formula, charge and spin): 3.406 eV

Each line ends with the natural charge from an NBO analysis.
Element x y z (Å)
C: -2.202 0.062 0.173  -0.16
C: -0.995 -0.158 0.173  -0.10
C: 0.432 -0.209 0.211  -0.43
S: 1.084 -0.186 1.932  0.06
S: 1.059 -1.402 -1.151  0.00
S: 1.021 1.534 -0.460  -0.06
H: -3.189 0.071 -0.023  0.23
H: -0.169 -0.282 2.526  0.16
H: 0.728 -0.658 -2.234  0.15
H: 2.230 1.226 -1.148  0.15


Molecular formula: C5H10N4
Method: DFT, ωB97M-V/def2-TZVPD

Properties
* E: -414.79997 Ha
* charge: +2
* SMILES string: [H]/N=C(/C)NC(=[NH2+])C=C=[NH2+]
* LUMO: -9.99 eV
* E_HOMO: -17.91 eV
* energy relative to the best compared isomer or geometry (same formula, charge and spin): 2.361 eV

Each line ends with the natural charge from an NBO analysis.
Element x y z (Å)
H: 0.073 1.581 -1.368  0.37
N: 0.945 1.326 -0.964  -0.59
C: 1.276 0.209 -0.583  0.45
C: 2.639 -0.233 -0.146  -0.73
N: 0.203 -0.778 -0.535  -0.56
C: -1.126 -0.744 -0.487  0.54
N: -1.881 -1.705 -0.949  -0.66
C: -1.864 0.109 0.484  -0.32
C: -1.282 0.929 1.308  0.60
N: -0.655 1.604 2.176  -0.60
H: 3.360 0.026 -0.957  0.30
H: 2.785 -1.330 0.051  0.26
H: 3.078 0.320 0.694  0.29
H: 0.580 -1.529 -1.254  0.45
H: -2.912 -1.457 -1.097  0.45
H: -1.554 -2.200 -1.768  0.44
H: -2.959 0.041 0.387  0.33
H: -0.224 2.499 1.879  0.49
H: -0.483 1.332 3.131  0.49


Molecular formula: C55H60CsN5O8PSi
Method: DFT, ωB97M-V/def2-TZVPD

Properties
* E: -3658.67118 Ha
* charge: -1
* LUMO: 1.45 eV
* E_HOMO: -5.55 eV
* energy relative to the best compared isomer or geometry (same formula, charge and spin): 1.723 eV

Each line ends with the Mulliken charge.
Element x y z (Å)
Cs: 0.560 -0.923 -0.110  0.98
N: -4.303 -1.034 -2.206  -0.05
C: -3.905 -2.222 -1.516  0.66
C: -4.684 -3.375 -1.673  -0.66
C: -4.254 -4.524 -1.075  -0.35
C: -3.038 -4.549 -0.379  -0.94
C: -2.415 -3.308 -0.179  -0.26
N: -2.801 -2.167 -0.750  0.01
C: -3.587 0.141 -2.364  0.55
C: -4.382 1.211 -2.970  -0.68
C: -3.864 2.462 -2.908  -0.69
C: -2.584 2.668 -2.421  -0.42
C: -1.882 1.568 -1.909  -0.14
N: -2.356 0.330 -1.861  0.02
H: -5.106 -1.120 -2.830  0.23
H: -5.579 -3.432 -2.346  0.25
H: -4.874 -5.468 -1.134  0.30
H: -2.583 -5.501 -0.148  0.47
H: -1.571 -3.164 0.479  0.46
H: -5.415 0.975 -3.349  0.26
H: -4.443 3.307 -3.270  0.40
H: -2.156 3.679 -2.434  0.43
H: -0.890 1.689 -1.471  0.12
O: -2.057 1.255 2.702  -0.67
C: -1.215 0.920 3.797  2.74
C: -0.743 -0.537 3.629  0.01
O: -0.972 -1.061 2.472  -1.08
O: -0.213 -1.051 4.621  -1.08
C: -0.092 1.875 3.706  -0.53
C: -0.019 2.864 2.726  -0.71
C: 1.200 3.446 2.426  0.12
C: 2.266 3.177 3.228  -0.52
C: 2.148 2.461 4.445  -1.52
C: 0.982 1.738 4.643  -0.54
C: -1.931 0.997 5.181  -0.04
C: -1.578 1.887 6.171  0.02
C: -2.168 1.862 7.456  -0.83
C: -3.154 1.001 7.746  -0.44
C: -3.550 0.107 6.715  -0.60
C: -2.994 0.135 5.421  -0.60
H: -2.643 0.511 2.557  0.54
H: -0.919 3.117 2.195  0.54
H: 1.245 4.088 1.565  0.49
H: 3.145 3.800 3.047  0.44
H: 2.947 2.463 5.139  0.44
H: 0.906 0.966 5.368  0.69
H: -0.792 2.613 5.922  0.36
H: -1.731 2.517 8.223  0.34
H: -3.622 0.950 8.722  0.39
H: -4.201 -0.749 6.992  0.28
H: -3.395 -0.574 4.708  0.39
O: 0.634 -1.990 -3.255  -0.63
H: -0.099 -2.686 -3.480  0.44
H: 0.692 -1.292 -3.936  0.28
O: 1.789 -3.742 -1.405  -0.51
H: 2.675 -4.172 -1.393  0.24
H: 1.747 -3.236 -2.266  0.32
O: 2.558 1.346 0.549  -0.31
H: 2.357 1.793 -0.341  0.34
H: 3.406 1.631 0.927  0.06
O: 5.651 2.609 1.484  -0.55
H: 5.692 3.272 2.204  0.28
H: 6.449 2.051 1.606  0.28
N: 0.073 -5.775 -2.846  -0.29
C: -0.930 -5.506 -3.706  0.55
C: -1.505 -6.506 -4.569  -0.75
C: -2.627 -6.198 -5.307  -0.34
C: -3.031 -4.846 -5.375  -0.67
C: -2.346 -3.893 -4.589  -0.35
N: -1.338 -4.209 -3.738  -0.06
H: 0.572 -6.655 -2.895  0.21
H: 0.577 -5.040 -2.284  0.16
H: -1.082 -7.493 -4.553  0.35
H: -3.161 -6.916 -5.991  0.33
H: -3.843 -4.531 -5.987  0.42
H: -2.655 -2.867 -4.609  0.43
C: 2.045 -2.987 4.143  -0.63
P: 0.930 -4.110 3.154  1.00
C: 2.061 -5.485 2.540  -1.19
C: 0.268 -5.011 4.657  0.41
C: 0.038 -6.385 4.628  -0.38
C: -0.845 -6.960 5.566  -0.64
C: -1.557 -6.196 6.486  -0.32
C: -1.325 -4.795 6.492  -0.68
C: -0.514 -4.204 5.537  -0.09
H: 2.409 -3.532 5.046  0.34
H: 1.296 -2.164 4.263  -0.16
H: 2.822 -2.590 3.521  0.53
H: 2.833 -5.710 3.273  0.40
H: 2.529 -5.187 1.588  0.24
H: 1.427 -6.396 2.329  0.29
H: 0.599 -7.021 3.942  0.13
H: -1.232 -7.953 5.373  0.28
H: -2.293 -6.619 7.183  0.34
H: -1.964 -4.175 7.120  0.38
H: -0.290 -3.132 5.456  0.09
O: 1.579 2.077 -2.012  -0.28
Si: 2.059 3.298 -2.915  -0.27
C: 3.807 3.992 -2.656  0.30
C: 4.190 5.342 -2.571  -0.04
C: 5.409 5.687 -1.972  -0.63
C: 6.387 4.733 -1.685  -0.60
C: 6.042 3.401 -1.857  -0.46
C: 4.801 3.037 -2.309  -0.60
C: 1.677 3.295 -4.766  0.24
C: 2.655 3.710 -5.666  -0.04
C: 2.443 3.576 -7.069  -0.79
C: 1.197 3.146 -7.494  -0.35
C: 0.180 2.830 -6.614  -0.73
C: 0.415 2.898 -5.239  -0.09
C: 0.976 4.839 -2.326  0.06
C: 0.461 5.014 -1.018  -0.23
C: -0.321 6.113 -0.638  -0.44
C: -0.558 7.076 -1.597  -0.35
C: -0.082 6.992 -2.877  -0.88
C: 0.654 5.826 -3.237  -0.08
H: 3.607 6.199 -2.937  0.30
H: 5.576 6.742 -1.871  0.38
H: 7.343 4.962 -1.290  0.41
H: 6.693 2.571 -1.652  0.43
H: 4.576 2.032 -2.613  0.36
H: 3.609 4.119 -5.313  0.30
H: 3.237 3.930 -7.713  0.38
H: 0.847 3.188 -8.516  0.31
H: -0.745 2.410 -7.068  0.32
H: -0.359 2.614 -4.525  0.35
H: 0.590 4.180 -0.307  0.26
H: -0.730 6.151 0.362  0.49
H: -1.188 7.952 -1.333  0.27
H: -0.196 7.770 -3.650  0.35
H: 0.940 5.744 -4.299  0.29